A 3-piece molecular cluster, C4H12NS overall in a non-equilibrium geometry, computed with ωB97M-V/def2-TZVPD.

Positions of all 18 atoms, in Å:
C -2.169 2.034 -0.513
C -1.081 1.967 0.498
C -0.902 2.612 1.634
C 0.471 -1.076 -0.227
S -1.061 -1.131 -0.984
N 3.276 -3.191 0.043
H -1.913 1.920 -1.572
H -2.853 1.188 -0.326
H -2.792 2.934 -0.500
H -0.394 1.077 0.284
H -0.031 2.421 2.246
H -1.618 3.347 1.990
H 0.329 -1.735 0.651
H 1.167 -1.409 -0.989
H -0.714 -1.680 -2.153
H 3.609 -3.660 -0.778
H 2.727 -2.375 -0.090
H 3.950 -3.245 0.787

Forces on atoms 1 to 6 (eV/Å):
-1.2 -0.4 -0.2
0.9 -1.5 -0.6
-0.1 0.2 0.0
-3.4 -3.6 -2.7
0.8 0.1 1.5
-0.2 -1.3 0.1

As for the net charge: +1. For the HOMO-LUMO gap, the calculation gives 0.1701 hartree. Its multiplicity is 1. For the highest occupied orbital energy, the calculation gives -13.1 eV. As for the LUMO energy: -8.434 eV. The calculation puts the energy above the lowest of the compared OMol25 structures with the same formula, charge and spin at 5.692 eV. The calculation puts the molar mass at 106.2 g/mol. As for the largest force on an atom: 5.6 eV/A. The value obtained for the electronic energy is -612.09553 Eh.

Want to see where the charge sits? The Löwdin charges in e are: number 1, C, carries -0.137; number 2, C, carries -0.272; number 3, C, carries 0.020; number 4, C, carries -0.176; number 5, S, carries 1.055; number 6, N, carries 0.045; number 7, H, carries 0.071; number 8, H, carries 0.065; number 9, H, carries 0.091; number 10, H, carries 0.035; number 11, H, carries 0.063; number 12, H, carries 0.076; number 13, H, carries 0.088; number 14, H, carries 0.033; number 15, H, carries -0.041; number 16, H, carries 0.017; number 17, H, carries -0.058; number 18, H, carries 0.024

---

An isolated ion of composition C4H12NS and charge +1 in a non-equilibrium geometry, computed with ωB97M-V/def2-TZVPD.

Positions of all 18 atoms, in Å:
C 1.031 -3.124 -0.100
S 0.202 -1.812 0.859
C -0.569 -0.621 -0.460
C 0.205 0.741 -0.757
C 0.331 1.651 0.415
N -1.029 2.245 0.746
H 1.676 -3.511 0.758
H 1.460 -2.644 -0.959
H 0.403 -3.870 -0.543
H -0.783 -1.014 -1.314
H -1.573 -0.438 -0.156
H 1.238 0.499 -1.162
H -0.268 1.285 -1.556
H 0.606 1.072 1.333
H 1.079 2.390 0.318
H -1.336 3.146 0.284
H -1.790 1.486 0.510
H -0.883 2.520 1.783

Forces on atoms 1 to 6 (eV/Å):
0.2 0.6 1.4
-1.2 1.3 -1.5
2.5 2.8 5.2
1.2 -2.0 -0.3
-0.3 -1.6 1.1
-0.8 0.5 1.2

As for the net charge: +1. For the HOMO-LUMO gap, the calculation gives 0.3027 hartree. Its multiplicity is 1. For the highest occupied orbital energy, the calculation gives -12.1 eV. Its SMILES is CSCCC[NH3+]. As for the LUMO energy: -3.855 eV. The calculation puts the energy above the lowest of the compared OMol25 structures with the same formula, charge and spin at 1.802 eV. The calculation puts the molar mass at 106.2 g/mol. As for the largest force on an atom: 6.4 eV/A. The value obtained for the electronic energy is -612.23849 Eh.

Want to see where the charge sits? The Löwdin charges in e are: number 1, C, carries -0.396; number 2, S, carries 0.786; number 3, C, carries -0.393; number 4, C, carries -0.219; number 5, C, carries -0.193; number 6, N, carries 0.156; number 7, H, carries 0.060; number 8, H, carries 0.023; number 9, H, carries 0.028; number 10, H, carries 0.007; number 11, H, carries 0.042; number 12, H, carries 0.148; number 13, H, carries 0.110; number 14, H, carries 0.128; number 15, H, carries 0.120; number 16, H, carries 0.189; number 17, H, carries 0.200; number 18, H, carries 0.205

---

A 2-piece molecular cluster, C4H12NS2 overall in a non-equilibrium geometry, computed with ωB97M-V/def2-TZVPD.

Positions of all 19 atoms, in Å:
C -1.662 2.237 0.592
C -0.379 1.788 1.315
S 0.885 1.213 0.132
N -2.241 1.193 -0.269
H -1.438 3.090 -0.050
H -2.434 2.521 1.318
H -0.623 1.000 2.036
H 0.020 2.644 1.869
H -2.542 0.417 0.305
H -1.483 0.881 -0.872
C 1.908 -1.899 -1.512
C 0.690 -2.153 -0.633
S 1.191 -2.187 1.138
H 2.658 -2.674 -1.352
H 2.342 -0.955 -1.174
H 1.602 -1.780 -2.558
H -0.044 -1.354 -0.691
H 0.267 -3.147 -0.799
H 1.285 -0.834 1.205

Forces on atoms 1 to 6 (eV/Å):
0.0 -0.7 0.0
0.0 0.4 -0.4
0.1 0.1 0.1
-0.3 0.6 -0.1
0.0 0.1 0.1
0.1 0.1 0.0

As for the net charge: -1. For the HOMO-LUMO gap, the calculation gives 0.2373 hartree. Its multiplicity is 1. For the highest occupied orbital energy, the calculation gives -3.0 eV. As for the LUMO energy: 3.481 eV. The calculation puts the energy above the lowest of the compared OMol25 structures with the same formula, charge and spin at 0.000 eV. The calculation puts the molar mass at 138.3 g/mol. As for the largest force on an atom: 1.1 eV/A. The value obtained for the electronic energy is -1010.76757 Eh.

Want to see where the charge sits? The Löwdin charges in e are: number 1, C, carries -0.410; number 2, C, carries -0.714; number 3, S, carries 0.274; number 4, N, carries -0.056; number 5, H, carries 0.081; number 6, H, carries 0.085; number 7, H, carries 0.038; number 8, H, carries 0.027; number 9, H, carries 0.042; number 10, H, carries -0.007; number 11, C, carries -0.212; number 12, C, carries -0.645; number 13, S, carries 0.556; number 14, H, carries 0.053; number 15, H, carries 0.029; number 16, H, carries 0.063; number 17, H, carries 0.007; number 18, H, carries 0.042; number 19, H, carries -0.253

---

An isolated ion of composition C4H12NS2 and charge +1 in a non-equilibrium geometry, computed with ωB97M-V/def2-TZVPD.

Positions of all 19 atoms, in Å:
C -2.355 -2.806 -1.636
S -1.794 -1.804 -0.213
S 0.147 -1.344 -0.714
C 0.132 0.472 -0.594
C 1.223 1.086 0.256
C 0.885 2.461 0.816
N 1.360 0.161 1.492
H -1.797 -2.652 -2.553
H -2.307 -3.839 -1.310
H -3.386 -2.487 -1.757
H 0.178 0.911 -1.592
H -0.853 0.769 -0.217
H 2.218 1.032 -0.178
H -0.102 2.378 1.277
H 1.576 2.722 1.615
H 0.834 3.222 0.050
H 1.878 0.543 2.283
H 1.745 -0.730 1.167
H 0.419 -0.093 1.808

Forces on atoms 1 to 6 (eV/Å):
-0.2 0.2 0.6
0.2 -0.1 -0.2
0.3 -0.1 0.0
-0.6 0.6 -0.8
0.3 -0.4 1.3
-0.4 -0.7 0.2

As for the net charge: +1. For the HOMO-LUMO gap, the calculation gives 0.3256 hartree. Its multiplicity is 1. For the highest occupied orbital energy, the calculation gives -12.2 eV. Its SMILES is CSSC[C@@H](C)[NH3+]. As for the LUMO energy: -3.304 eV. The calculation puts the energy above the lowest of the compared OMol25 structures with the same formula, charge and spin at 0.182 eV. The calculation puts the molar mass at 138.3 g/mol. As for the largest force on an atom: 1.4 eV/A. The value obtained for the electronic energy is -1010.48879 Eh.

Want to see where the charge sits? The Löwdin charges in e are: number 1, C, carries -0.421; number 2, S, carries 0.480; number 3, S, carries 0.535; number 4, C, carries -0.511; number 5, C, carries -0.373; number 6, C, carries -0.028; number 7, N, carries 0.166; number 8, H, carries 0.040; number 9, H, carries 0.031; number 10, H, carries 0.032; number 11, H, carries 0.097; number 12, H, carries 0.070; number 13, H, carries 0.153; number 14, H, carries 0.096; number 15, H, carries 0.091; number 16, H, carries 0.102; number 17, H, carries 0.169; number 18, H, carries 0.118; number 19, H, carries 0.154

---

A 2-piece molecular cluster, C4H12NS2 overall, computed with ωB97M-V/def2-TZVPD.

Positions of all 19 atoms, in Å:
C 0.983 -0.065 2.510
S 1.744 -1.555 1.783
S 0.112 -2.789 1.534
H 0.103 0.241 1.937
H 1.746 0.703 2.523
H 0.670 -0.270 3.532
H 0.118 -3.309 2.771
C -2.234 0.468 -2.141
C -0.903 0.950 -1.672
C -0.027 0.178 -1.064
N 1.292 0.724 -0.649
H -2.283 -0.621 -2.140
H -3.022 0.853 -1.491
H -2.427 0.828 -3.150
H -0.679 2.002 -1.838
H -0.091 -0.880 -0.871
H 1.218 1.651 -0.232
H 1.709 0.106 0.071
H 1.972 0.786 -1.411

Forces on atoms 1 to 6 (eV/Å):
-0.3 -0.5 0.1
-0.2 0.2 -0.1
0.2 0.1 0.0
0.1 0.0 0.0
0.2 0.3 0.0
0.0 0.0 0.0

As for the net charge: +1. For the HOMO-LUMO gap, the calculation gives 0.3546 hartree. Its multiplicity is 1. For the highest occupied orbital energy, the calculation gives -13.0 eV. As for the LUMO energy: -3.334 eV. The calculation puts the energy above the lowest of the compared OMol25 structures with the same formula, charge and spin at 0.797 eV. The calculation puts the molar mass at 138.3 g/mol. As for the largest force on an atom: 0.6 eV/A. The value obtained for the electronic energy is -1010.46620 Eh.

Want to see where the charge sits? The Löwdin charges in e are: number 1, C, carries -0.465; number 2, S, carries 0.388; number 3, S, carries 0.347; number 4, H, carries 0.025; number 5, H, carries 0.033; number 6, H, carries 0.042; number 7, H, carries -0.171; number 8, C, carries -0.061; number 9, C, carries -0.112; number 10, C, carries -0.100; number 11, N, carries 0.175; number 12, H, carries 0.089; number 13, H, carries 0.095; number 14, H, carries 0.090; number 15, H, carries 0.127; number 16, H, carries 0.105; number 17, H, carries 0.167; number 18, H, carries 0.049; number 19, H, carries 0.177

---

An isolated ion of composition C4H12NS2 and charge +1 in a non-equilibrium geometry, computed with ωB97M-V/def2-TZVPD.

Positions of all 19 atoms, in Å:
C -1.191 1.599 3.458
S 0.142 0.789 2.615
S 0.126 1.309 0.736
C -0.598 0.085 -0.478
C 0.309 -0.404 -1.586
C 0.166 -1.857 -2.024
N 1.765 -0.213 -1.178
H -0.921 2.413 4.138
H -1.826 0.874 3.966
H -1.890 2.173 2.806
H -1.482 0.579 -0.929
H -1.167 -0.588 0.177
H 0.190 0.317 -2.415
H 0.474 -1.928 -3.071
H -0.859 -2.219 -1.972
H 0.592 -2.533 -1.283
H 1.738 0.566 -0.473
H 2.052 -0.945 -0.523
H 2.378 -0.014 -1.962

Forces on atoms 1 to 6 (eV/Å):
-2.2 1.4 -0.2
0.6 -1.2 1.5
0.1 1.4 -2.4
-2.3 0.6 1.7
0.6 0.0 -0.2
-1.0 0.3 0.0

As for the net charge: +1. For the HOMO-LUMO gap, the calculation gives 0.3447 hartree. Its multiplicity is 1. For the highest occupied orbital energy, the calculation gives -12.6 eV. Its SMILES is CSSC[C@H](C)[NH3+]. As for the LUMO energy: -3.252 eV. The calculation puts the energy above the lowest of the compared OMol25 structures with the same formula, charge and spin at 0.924 eV. The calculation puts the molar mass at 138.3 g/mol. As for the largest force on an atom: 2.9 eV/A. The value obtained for the electronic energy is -1010.46152 Eh.

Want to see where the charge sits? The Löwdin charges in e are: number 1, C, carries -0.469; number 2, S, carries 0.477; number 3, S, carries 0.495; number 4, C, carries -0.430; number 5, C, carries -0.384; number 6, C, carries -0.028; number 7, N, carries 0.164; number 8, H, carries 0.047; number 9, H, carries 0.038; number 10, H, carries 0.057; number 11, H, carries 0.097; number 12, H, carries 0.089; number 13, H, carries 0.158; number 14, H, carries 0.099; number 15, H, carries 0.095; number 16, H, carries 0.096; number 17, H, carries 0.058; number 18, H, carries 0.169; number 19, H, carries 0.174